# 1
Formula: C4H9NO4
Source: the Open Molecules 2025 dataset
Level of theory: ωB97M-V/def2-TZVPD

Output
Relative energy (zero: lowest compared OMol25 entry of this formula, charge and spin) in eV: 0.823
Molecular weight in g mol⁻¹: 135.1
Total charge: 0
SMILES: NC(=O)CCC(=O)O.O
Kohn-Sham gap in eV: 11.11

Last columns: bonded neighbours and bond lengths (Å).
Geometry (Å):
1 N 0.904 -1.984 1.889  C2 1.390, H9 1.014, H10 1.000
2 C 0.936 -1.247 0.712  N1 1.390, O3 1.225, C4 1.475
3 O 1.395 -1.692 -0.333  C2 1.225
4 C 0.459 0.148 0.765  C2 1.475, C5 1.605, H11 1.095, H12 1.095
5 C -0.789 0.468 -0.191  C4 1.605, C6 1.539, H13 1.174, H14 1.084
6 C -1.340 1.846 0.217  C5 1.539, O7 1.189, O8 1.398
7 O -0.954 2.814 0.789  C6 1.189
8 O -2.626 1.753 -0.325  C6 1.398, H15 0.964
9 H 1.013 -2.945 1.585  N1 1.014
10 H 0.344 -1.726 2.677  N1 1.000
11 H 0.183 0.466 1.776  C4 1.095
12 H 1.242 0.764 0.310  C4 1.095
13 H -0.263 0.616 -1.230  C5 1.174
14 H -1.625 -0.222 -0.210  C5 1.084
15 H -2.806 2.524 -0.875  O8 0.964
16 O 0.980 -0.542 -2.751  H17 0.988, H18 0.978
17 H 1.859 -0.145 -2.960  O16 0.988
18 H 1.089 -0.897 -1.846  O16 0.978

# 2
Formula: C4H9NO4S
Source: the Open Molecules 2025 dataset
Level of theory: ωB97M-V/def2-TZVPD

Output
Relative energy (zero: lowest compared OMol25 entry of this formula, charge and spin) in eV: 3.163
Molecular weight in g mol⁻¹: 167.2
Total charge: 0
Kohn-Sham gap in eV: 9.85

Last columns: bonded neighbours and bond lengths (Å).
Geometry (Å):
1 C 0.521 -0.603 -0.239  C2 1.459, C4 1.615, H7 1.059, N14 1.402
2 C 0.574 0.259 0.937  C1 1.459, C3 1.460, H8 1.042, H9 1.048
3 C -0.557 1.182 0.986  C2 1.460, H10 1.139, H11 1.190, S19 1.906
4 C 1.894 -1.442 -0.387  C1 1.615, O17 1.405, O18 1.205
5 H 0.611 0.719 -1.772  N14 1.032
6 H -0.864 -0.093 -1.574  N14 1.008
7 H -0.287 -1.270 -0.082  C1 1.059
8 H 1.503 0.673 0.709  C2 1.042
9 H 0.764 -0.229 1.845  C2 1.048
10 H -0.608 1.479 2.085  C3 1.139
11 H -0.363 1.989 0.133  C3 1.190
12 H -3.490 -0.432 -0.547  O15 0.929
13 H 3.517 -1.052 -1.136  O17 0.970
14 N 0.139 -0.162 -1.514  C1 1.402, H5 1.032, H6 1.008
15 O -2.702 0.056 -0.597  H12 0.929, S19 1.656
16 O -3.184 1.628 1.376  S19 1.512
17 O 2.641 -0.662 -1.285  C4 1.405, H13 0.970
18 O 2.209 -2.498 0.098  C4 1.205
19 S -2.320 0.457 0.964  C3 1.906, O15 1.656, O16 1.512

# 3
Formula: C4H9NOS
Source: the Open Molecules 2025 dataset
Level of theory: ωB97M-V/def2-TZVPD

Output
Relative energy (zero: lowest compared OMol25 entry of this formula, charge and spin) in eV: 1.949
Molecular weight in g mol⁻¹: 119.2
Total charge: -2
SMILES: C[C@H](C[S-])NC[O-]
Kohn-Sham gap in eV: 5.60

Last columns: bonded neighbours and bond lengths (Å).
Geometry (Å):
1 C -1.963 0.898 -0.111  C2 1.507, H8 1.056, H9 1.235, H10 1.130
2 C -0.666 0.290 0.357  C1 1.507, C3 1.598, N5 1.576, H11 1.097
3 C 0.425 0.538 -0.785  C2 1.598, S4 1.867, H12 1.200, H13 1.118
4 S 0.963 2.251 -1.299  C3 1.867
5 N -0.764 -1.227 0.775  C2 1.576, C6 1.590, H14 1.052
6 C 0.458 -1.898 1.541  N5 1.590, O7 1.427, H15 1.197, H16 1.109
7 O 0.595 -3.158 0.884  C6 1.427
8 H -2.810 0.610 0.449  C1 1.056
9 H -2.042 0.560 -1.296  C1 1.235
10 H -1.741 1.997 0.028  C1 1.130
11 H -0.241 0.846 1.202  C2 1.097
12 H 1.447 -0.018 -0.494  C3 1.200
13 H 0.162 -0.005 -1.726  C3 1.118
14 H -0.758 -1.864 -0.061  N5 1.052
15 H 1.569 -1.454 1.592  C6 1.197
16 H 0.069 -1.809 2.576  C6 1.109

# 4
Formula: C4H9NOS
Source: the Open Molecules 2025 dataset
Level of theory: ωB97M-V/def2-TZVPD

Output
Relative energy (zero: lowest compared OMol25 entry of this formula, charge and spin) in eV: 2.417
Molecular weight in g mol⁻¹: 119.2
Total charge: 0
Kohn-Sham gap in eV: 9.34

Last columns: bonded neighbours and bond lengths (Å).
Geometry (Å):
1 C -0.014 0.461 -0.093  C2 1.497, C3 1.500, N5 1.426, S7 2.009
2 C -0.098 1.704 0.738  C1 1.497, H8 1.093, H9 1.087, H10 1.090
3 C 1.023 0.343 -1.170  C1 1.500, H11 1.091, H12 1.087, H13 1.088
4 C 0.098 -1.989 0.443  N5 1.437, H14 1.088, H15 1.095, H16 1.090
5 N -0.539 -0.705 0.537  C1 1.426, C4 1.437, S7 1.758
6 O -2.876 0.436 0.222  S7 1.451
7 S -1.843 -0.234 -0.545  C1 2.009, N5 1.758, O6 1.451
8 H -1.144 1.898 0.990  C2 1.093
9 H 0.304 2.560 0.203  C2 1.087
10 H 0.441 1.576 1.677  C2 1.090
11 H 1.968 -0.007 -0.752  C3 1.091
12 H 1.194 1.308 -1.642  C3 1.087
13 H 0.703 -0.364 -1.931  C3 1.088
14 H -0.598 -2.732 0.826  C4 1.088
15 H 0.391 -2.269 -0.574  C4 1.095
16 H 0.988 -1.985 1.073  C4 1.090

# 5
Formula: C4H9NOS
Source: the Open Molecules 2025 dataset
Level of theory: ωB97M-V/def2-TZVPD

Output
Relative energy (zero: lowest compared OMol25 entry of this formula, charge and spin) in eV: 3.987
Molecular weight in g mol⁻¹: 119.2
Total charge: 0
SMILES: N[C@H](C=O)CCS
Kohn-Sham gap in eV: 10.07

Last columns: bonded neighbours and bond lengths (Å).
Geometry (Å):
1 N 2.289 -1.721 -0.131  C2 1.555, H8 1.081, H9 1.076
2 C 1.455 -0.416 0.001  N1 1.555, C3 1.496, C5 1.681, H10 1.136
3 C 0.632 -0.617 1.234  C2 1.496, O4 1.279, H11 1.161
4 O 0.707 -0.177 2.433  C3 1.279
5 C 0.324 0.097 -1.132  C2 1.681, C6 1.639, H12 1.222, H13 1.079
6 C -0.614 1.299 -0.531  C5 1.639, S7 1.862, H14 1.120, H15 1.090
7 S -2.364 0.723 -0.797  C6 1.862, H16 1.232
8 H 2.756 -1.881 -1.093  N1 1.081
9 H 3.205 -1.798 0.429  N1 1.076
10 H 2.034 0.548 0.166  C2 1.136
11 H -0.330 -1.255 1.108  C3 1.161
12 H -0.195 -0.899 -1.613  C5 1.222
13 H 0.882 0.307 -2.032  C5 1.079
14 H -0.161 1.525 0.468  C6 1.120
15 H -0.309 2.199 -1.064  C6 1.090
16 H -2.532 0.965 0.399  S7 1.232

# 6
Formula: C4H9NOS
Source: the Open Molecules 2025 dataset
Level of theory: ωB97M-V/def2-TZVPD

Output
Relative energy (zero: lowest compared OMol25 entry of this formula, charge and spin) in eV: 5.024
Molecular weight in g mol⁻¹: 119.2
Total charge: 0
SMILES: CCOC/C=N\S
Kohn-Sham gap in eV: 9.10

Last columns: bonded neighbours and bond lengths (Å).
Geometry (Å):
1 C -2.475 -0.133 1.478  C2 1.588, H8 1.196, H9 1.187, H10 1.331
2 C -1.565 -0.750 0.332  C1 1.588, O3 1.453, H11 1.073, H12 1.164
3 O -1.079 0.160 -0.690  C2 1.453, C4 1.351
4 C -0.197 -0.427 -1.529  O3 1.351, C5 1.572, H13 1.167, H14 1.261
5 C 1.039 -1.006 -0.750  C4 1.572, N6 1.308, H15 1.125
6 N 1.875 -0.315 -0.020  C5 1.308, S7 1.652
7 S 1.532 1.231 0.454  N6 1.652, H16 1.506
8 H -3.618 -0.298 1.164  C1 1.196
9 H -2.370 1.043 1.604  C1 1.187
10 H -2.192 -0.821 2.582  C1 1.331
11 H -2.142 -1.582 -0.024  C2 1.073
12 H -0.653 -1.240 0.865  C2 1.164
13 H -0.746 -1.233 -2.171  C4 1.167
14 H 0.454 0.429 -2.185  C4 1.261
15 H 1.381 -2.023 -1.091  C5 1.125
16 H 0.073 0.859 0.473  S7 1.506

# 7
Formula: C4H9NOS
Source: the Open Molecules 2025 dataset
Level of theory: ωB97M-V/def2-TZVPD

Output
Relative energy (zero: lowest compared OMol25 entry of this formula, charge and spin) in eV: 1.774
Molecular weight in g mol⁻¹: 119.2
Total charge: 0
SMILES: C[C@@H](CS)NC=O
Kohn-Sham gap in eV: 9.69

Last columns: bonded neighbours and bond lengths (Å).
Geometry (Å):
1 C -1.450 -0.085 0.909  C2 1.612, H8 1.127, H9 1.022, H10 1.025
2 C 0.078 0.009 0.403  C1 1.612, C3 1.577, N5 1.408, H11 1.164
3 C 0.285 -1.047 -0.749  C2 1.577, S4 1.773, H12 1.118, H13 1.086
4 S -0.090 -2.703 -0.238  C3 1.773, H14 1.328
5 N 0.129 1.324 -0.098  C2 1.408, C6 1.460, H15 1.018
6 C 1.483 1.813 -0.338  N5 1.460, O7 1.190, H16 1.071
7 O 2.369 1.072 -0.627  C6 1.190
8 H -1.463 0.154 2.010  C1 1.127
9 H -2.065 0.624 0.505  C1 1.022
10 H -1.679 -1.084 0.879  C1 1.025
11 H 0.959 -0.104 1.156  C2 1.164
12 H 1.392 -1.066 -0.908  C3 1.118
13 H -0.092 -0.799 -1.737  C3 1.086
14 H -1.003 -3.041 -1.140  S4 1.328
15 H -0.455 2.057 0.299  N5 1.018
16 H 1.604 2.877 -0.326  C6 1.071

# 8
Formula: C4H9NOS
Source: the Open Molecules 2025 dataset
Level of theory: ωB97M-V/def2-TZVPD

Output
Relative energy (zero: lowest compared OMol25 entry of this formula, charge and spin) in eV: 4.954
Molecular weight in g mol⁻¹: 119.2
Total charge: 0
Kohn-Sham gap in eV: 9.63

Last columns: bonded neighbours and bond lengths (Å).
Geometry (Å):
1 C 2.253 2.166 -1.033  C2 1.407, N5 1.557, H8 1.088, H9 1.105
2 C 0.969 2.212 -0.458  C1 1.407, N5 1.223, H10 1.105
3 C -0.746 -2.257 1.530  S7 1.923, H11 1.066, H12 1.056, H13 1.196
4 C -1.519 -0.682 -0.692  S7 1.875, H14 1.031, H15 1.054, H16 1.041
5 N 1.013 1.238 -1.196  C1 1.557, C2 1.223
6 O -0.421 0.444 1.418  S7 1.428
7 S -0.152 -0.688 0.591  C3 1.923, C4 1.875, O6 1.428
8 H 3.162 1.698 -0.660  C1 1.088
9 H 2.547 2.753 -1.920  C1 1.105
10 H 0.280 2.612 0.307  C2 1.105
11 H -0.802 -2.048 2.574  C3 1.066
12 H -1.701 -2.455 1.128  C3 1.056
13 H 0.107 -2.999 1.140  C3 1.196
14 H -1.114 -0.113 -1.451  C4 1.031
15 H -1.544 -1.685 -1.017  C4 1.054
16 H -2.331 -0.196 -0.260  C4 1.041

Among the records above, which one has the lowest total charge? number 3

Copy entry 6 word for word.
Formula: C4H9NOS
Source: the Open Molecules 2025 dataset
Level of theory: ωB97M-V/def2-TZVPD

Output
Relative energy (zero: lowest compared OMol25 entry of this formula, charge and spin) in eV: 5.024
Molecular weight in g mol⁻¹: 119.2
Total charge: 0
SMILES: CCOC/C=N\S
Kohn-Sham gap in eV: 9.10

Last columns: bonded neighbours and bond lengths (Å).
Geometry (Å):
1 C -2.475 -0.133 1.478  C2 1.588, H8 1.196, H9 1.187, H10 1.331
2 C -1.565 -0.750 0.332  C1 1.588, O3 1.453, H11 1.073, H12 1.164
3 O -1.079 0.160 -0.690  C2 1.453, C4 1.351
4 C -0.197 -0.427 -1.529  O3 1.351, C5 1.572, H13 1.167, H14 1.261
5 C 1.039 -1.006 -0.750  C4 1.572, N6 1.308, H15 1.125
6 N 1.875 -0.315 -0.020  C5 1.308, S7 1.652
7 S 1.532 1.231 0.454  N6 1.652, H16 1.506
8 H -3.618 -0.298 1.164  C1 1.196
9 H -2.370 1.043 1.604  C1 1.187
10 H -2.192 -0.821 2.582  C1 1.331
11 H -2.142 -1.582 -0.024  C2 1.073
12 H -0.653 -1.240 0.865  C2 1.164
13 H -0.746 -1.233 -2.171  C4 1.167
14 H 0.454 0.429 -2.185  C4 1.261
15 H 1.381 -2.023 -1.091  C5 1.125
16 H 0.073 0.859 0.473  S7 1.506

Which formula does entry 4 have? C4H9NOS

Number 3 is which compound? C4H9NOS